## one
Here is a single C6H10O2 molecule from the Open Molecules 2025 dataset. Energies are from ωB97M-V/def2-TZVPD.

The geometry in XYZ format:
```
18
Properties=species:S:1:pos:R:3:nbo_charge:R:1
C -2.72 -0.16 0.02 -0.271
C -0.42 -0.09 -0.25 0.215
C -0.04 -1.24 0.38 0.004
C 1.87 -0.35 -0.57 -0.062
C 0.84 0.76 -0.45 -0.286
C 1.00 1.62 0.72 -0.606
H -2.68 -0.12 1.19 0.174
H -3.77 0.19 -0.30 0.211
H -2.50 -1.24 -0.28 0.185
H -0.67 -1.98 1.03 0.220
H 1.89 -0.57 -1.61 0.184
H 2.86 -0.03 -0.19 0.194
H 0.81 1.38 -1.34 0.214
H 1.08 1.00 1.68 0.215
H 1.86 2.33 0.53 0.208
H 0.08 2.17 0.78 0.219
O -1.58 0.61 -0.39 -0.502
O 1.31 -1.41 0.30 -0.516
```

As for the structure (SMILES): COC1=COC[C@@H]1C. Its HOMO energy is -7.756 eV.

## two
Here is a single C6H10O2 molecule from the Open Molecules 2025 dataset. Energies are from ωB97M-V/def2-TZVPD.

The geometry in XYZ format:
```
18
Properties=species:S:1:pos:R:3:nbo_charge:R:1
C 0.85 -1.55 -1.27 -0.081
C 1.33 -1.19 0.36 -0.476
C 0.62 0.03 0.44 0.035
C -1.17 1.33 1.23 -0.086
C -1.12 1.44 -0.39 -0.435
C -0.57 -0.03 -0.40 0.074
H 0.13 -2.50 -1.31 0.178
H 1.74 -1.67 -1.98 0.208
H 1.02 -1.73 1.42 0.261
H 2.46 -0.91 0.31 0.222
H 1.06 0.93 0.30 0.180
H -2.15 1.14 1.38 0.180
H -0.94 2.40 1.52 0.183
H -0.17 2.05 -0.87 0.235
H -2.07 1.40 -0.74 0.219
H -1.07 -1.03 -0.26 0.212
O -0.16 0.27 1.68 -0.551
O 0.21 -0.30 -1.63 -0.557
```

As for the structure (SMILES): C1C[C@H]2OCC[C@@H]2O1. Its HOMO energy is -9.621 eV.

## three
Here is a molecular structure, C6H10O2 from the Open Molecules 2025 dataset. Energies are from ωB97M-V/def2-TZVPD.

The geometry in XYZ format:
```
18
Properties=species:S:1:pos:R:3:nbo_charge:R:1
C 0.82 -1.09 -0.54 -0.384
C 2.05 -1.08 0.33 -0.629
C -0.51 -0.59 0.06 -0.084
C -0.95 -1.54 0.74 0.027
H 0.77 0.06 -1.22 0.386
H 0.73 -1.97 -1.18 0.218
H 2.94 -1.10 -0.31 0.229
H 2.10 -0.16 0.92 0.217
H 2.12 -1.93 1.01 0.207
H -1.30 -2.39 1.29 0.246
C -1.02 1.83 0.75 -0.633
C -0.83 0.92 -0.46 0.514
O -2.07 0.83 -1.16 -0.736
O 0.20 1.21 -1.24 -0.712
H -1.84 0.83 -2.10 0.483
H -1.86 1.48 1.35 0.211
H -0.12 1.84 1.35 0.212
H -1.23 2.84 0.39 0.228
```

Its HOMO energy (alpha / beta) is -8.972 / -8.972 eV.

Of them, one has the highest stability.

## one
Here is a molecular structure, C3H5NO from the Open Molecules 2025 dataset. Energies are from ωB97M-V/def2-TZVPD.

The geometry in XYZ format:
```
10
Properties=species:S:1:pos:R:3:nbo_charge:R:1
C 0.58 0.16 0.89 -0.121
C -0.83 0.01 0.78 -0.290
N -0.47 -0.74 -0.42 -0.487
C 0.17 -0.18 -1.47 0.487
O 1.12 0.59 -1.39 -0.617
H 1.07 1.13 0.78 0.234
H 1.22 -0.66 1.20 0.216
H -1.32 -0.67 1.47 0.223
H -1.39 0.93 0.60 0.208
H -0.16 -0.56 -2.45 0.147
```

Its HOMO energy is -9.282 eV.

## two
Here is a molecular structure, C3H5NO from the Open Molecules 2025 dataset. Energies are from ωB97M-V/def2-TZVPD.

The geometry in XYZ format:
```
10
Properties=species:S:1:pos:R:3:nbo_charge:R:1
O 2.09 0.22 0.22 -0.561
C 0.94 0.13 -0.11 0.692
C -0.27 0.99 0.28 -0.599
C -1.22 -0.19 0.20 -0.204
N 0.36 -0.95 -0.77 -0.752
H -0.10 1.41 1.27 0.239
H -0.49 1.78 -0.44 0.233
H -1.20 -0.78 1.12 0.164
H -0.80 -0.81 -0.92 0.384
H 0.82 -1.85 -0.71 0.406
```

Its HOMO energy is -9.390 eV.

Of them, one has the highest stability.

## one
Here is a single C3H5NO molecule from the Open Molecules 2025 dataset. Energies are from ωB97M-V/def2-TZVPD.

The geometry in XYZ format:
```
10
Properties=species:S:1:pos:R:3:nbo_charge:R:1
O -2.20 0.86 -0.36 -0.590
C -1.09 0.37 -0.24 0.531
C -0.72 -0.89 -0.89 -0.213
C 1.06 -0.09 0.29 -0.320
N 0.01 0.88 0.40 -0.636
H -1.03 -1.78 -0.33 0.174
H 0.77 -0.76 -0.62 0.216
H 1.20 -0.72 1.17 0.204
H 2.02 0.33 -0.04 0.224
H 0.16 1.86 0.55 0.410
```

Its HOMO energy is -9.255 eV.

## two
Here is 2 unconnected molecules or ions with the total composition C3H5NO from the Open Molecules 2025 dataset. Energies are from ωB97M-V/def2-TZVPD.

The geometry in XYZ format:
```
10
Properties=species:S:1:pos:R:3:nbo_charge:R:1
C -0.31 0.51 0.84 0.067
C 0.43 -1.63 -0.38 -0.119
C 0.16 -0.25 -0.30 0.074
N -0.58 1.74 0.69 -0.568
O 1.48 -0.76 -0.50 -0.469
H -0.49 -0.13 1.68 0.161
H 0.37 -2.26 0.58 0.175
H 0.05 -2.26 -1.33 0.186
H -0.14 0.63 -1.60 0.138
H -0.72 2.34 1.47 0.355
```

Its HOMO energy is -9.982 eV.

Of them, one has the highest stability.

## one
Here is a single C3H5NO molecule from the Open Molecules 2025 dataset. Energies are from ωB97M-V/def2-TZVPD.

The geometry in XYZ format:
```
10
Properties=species:S:1:pos:R:3:nbo_charge:R:1
C -1.00 0.86 0.31 -0.261
O -0.87 -0.27 -0.52 -0.513
C 0.44 -0.72 -0.72 -0.159
C 1.29 -0.75 0.50 0.238
N 2.00 -0.76 1.41 -0.303
H -2.04 1.18 0.21 0.203
H -0.33 1.68 0.01 0.171
H -0.80 0.61 1.36 0.183
H 0.96 -0.10 -1.46 0.207
H 0.36 -1.74 -1.11 0.234
```

As for the structure (SMILES): COCC#N. Its HOMO energy is -10.750 eV.

## two
Here is a single C3H5NO molecule from the Open Molecules 2025 dataset. Energies are from ωB97M-V/def2-TZVPD.

The geometry in XYZ format:
```
10
Properties=species:S:1:pos:R:3:nbo_charge:R:1
O -1.97 1.56 -0.99 -0.487
C -1.09 0.78 -0.76 0.587
N -0.78 -0.29 0.28 -0.459
C 0.45 -1.08 -0.03 -0.267
C 0.48 0.04 0.93 -0.252
H -0.02 1.02 -1.20 0.040
H 0.41 -2.14 0.24 0.225
H 1.00 -0.90 -0.96 0.200
H 0.95 1.02 0.47 0.187
H 0.57 0.00 2.02 0.226
```

As for the structure (SMILES): O=CN1CC1. Its HOMO energy is -9.882 eV.

## three
Here is a molecular structure, C3H5NO from the Open Molecules 2025 dataset. Energies are from ωB97M-V/def2-TZVPD.

The geometry in XYZ format:
```
10
Properties=species:S:1:pos:R:3:nbo_charge:R:1
C -1.24 0.61 0.34 -0.262
O -0.38 0.31 -0.79 -0.537
C 0.77 -1.02 -0.73 -0.133
C 1.39 0.11 -0.17 0.246
N 2.04 0.90 0.37 -0.363
H -1.26 1.69 0.57 0.207
H -0.93 0.10 1.26 0.184
H -2.25 0.31 0.06 0.185
H 1.19 -1.39 -1.69 0.243
H 0.55 -1.87 -0.06 0.230
```

Its HOMO energy is -9.560 eV.

## four
Here is a single C3H5NO molecule from the Open Molecules 2025 dataset. Energies are from ωB97M-V/def2-TZVPD.

The geometry in XYZ format:
```
10
Properties=species:S:1:pos:R:3:nbo_charge:R:1
C -1.09 0.35 -0.39 0.117
C -2.50 0.32 0.29 0.069
C 1.02 0.15 0.74 -0.252
N -1.85 -0.76 0.25 -0.326
O 0.31 0.90 -0.16 -0.520
H -1.29 0.21 -1.53 0.162
H -3.40 0.83 0.33 0.221
H 0.78 0.33 1.86 0.162
H 2.06 0.41 0.62 0.189
H 0.83 -0.87 0.34 0.178
```

As for the structure (SMILES): CO[C@@H]1C=N1. Its HOMO energy is -9.228 eV.

Of them, one has the highest stability.

## one
Here is a single C3H5NO molecule from the Open Molecules 2025 dataset. Energies are from ωB97M-V/def2-TZVPD.

The geometry in XYZ format:
```
10
Properties=species:S:1:pos:R:3:nbo_charge:R:1
C -0.71 0.55 0.44 -0.103
C 0.77 0.12 0.59 -0.285
N 1.06 -0.61 -0.65 -0.465
C -0.06 -0.77 -1.22 0.373
O -1.18 -0.22 -0.68 -0.494
H -1.36 0.28 1.28 0.195
H -0.79 1.62 0.23 0.183
H 1.49 0.94 0.71 0.208
H 0.93 -0.56 1.44 0.199
H -0.17 -1.35 -2.14 0.190
```

As for the structure (SMILES): C1=NCCO1. Its HOMO energy is -9.610 eV.

## two
Here is a single C3H5NO molecule from the Open Molecules 2025 dataset. Energies are from ωB97M-V/def2-TZVPD.

The geometry in XYZ format:
```
10
Properties=species:S:1:pos:R:3:nbo_charge:R:1
C -0.86 0.44 0.01 0.093
C 0.37 0.79 0.19 -0.446
C 1.59 0.08 -0.01 0.394
H -0.49 -1.78 0.41 0.447
H -2.15 -1.21 -0.10 0.383
H -1.75 0.93 -0.23 0.206
H 0.41 1.95 -0.07 0.187
H 2.43 0.78 -0.20 0.113
N -1.14 -0.90 0.00 -0.810
O 1.57 -1.09 0.00 -0.565
```

As for the structure (SMILES): N/C=C\C=O. Its HOMO energy is -8.664 eV.

Of them, one has the highest stability.

## one
Here is a single C3H5NO molecule from the Open Molecules 2025 dataset. Energies are from ωB97M-V/def2-TZVPD.

The geometry in XYZ format:
```
10
Properties=species:S:1:pos:R:3:nbo_charge:R:1
C 1.02 0.34 0.23 0.013
O 0.44 0.29 -0.98 -0.506
C -0.74 -0.49 -0.89 -0.189
C -1.46 -0.15 0.44 0.118
N -0.50 0.31 1.16 -0.603
H 1.73 1.20 0.27 0.188
H 1.51 -0.59 0.58 0.150
H -0.16 0.93 1.84 0.426
H -0.50 -1.56 -0.85 0.189
H -1.33 -0.27 -1.78 0.215
```

Its HOMO energy is -8.496 eV.

## two
Here is 2 unconnected molecules or ions with the total composition C3H5NO from the Open Molecules 2025 dataset. Energies are from ωB97M-V/def2-TZVPD.

The geometry in XYZ format:
```
10
Properties=species:S:1:pos:R:3:nbo_charge:R:1
C 0.21 1.87 0.01 0.441
C 0.48 0.79 0.66 -0.676
C -0.40 -2.36 -0.18 0.285
N 0.06 2.99 -0.43 -0.633
O 0.16 -2.47 -1.24 -0.491
H 1.43 0.29 0.55 0.247
H -0.25 0.34 1.31 0.236
H 0.14 -2.30 0.78 0.101
H -1.50 -2.32 -0.10 0.103
H -0.34 3.17 -1.35 0.386
```

As for the structure (SMILES): C=C=N.C=O. Its HOMO energy is -9.165 eV.

## three
Here is a single C3H5NO molecule from the Open Molecules 2025 dataset. Energies are from ωB97M-V/def2-TZVPD.

The geometry in XYZ format:
```
10
Properties=species:S:1:pos:R:3:nbo_charge:R:1
C -1.14 -0.10 -0.05 0.683
C -0.05 0.99 -0.05 -0.514
C 0.96 -0.20 0.00 -0.210
H -0.07 1.59 -0.95 0.232
H -0.04 1.62 0.84 0.231
H 1.46 -0.27 0.97 0.187
H 1.67 -0.31 -0.84 0.194
H -0.22 -2.12 0.22 0.408
N -0.21 -1.11 -0.13 -0.631
O -2.35 -0.09 -0.01 -0.581
```

As for the structure (SMILES): O=C1CCN1. Its HOMO energy is -9.773 eV.

## four
Here is a single C3H5NO molecule from the Open Molecules 2025 dataset. Energies are from ωB97M-V/def2-TZVPD.

The geometry in XYZ format:
```
10
Properties=species:S:1:pos:R:3:nbo_charge:R:1
C -0.48 -0.78 -0.12 -0.061
C -0.48 0.70 0.30 -0.261
N 0.74 1.27 -0.20 -0.527
C 1.85 1.36 -0.56 0.269
O 0.70 -1.44 0.27 -0.705
H -1.32 -1.27 0.37 0.191
H -0.64 -0.85 -1.21 0.168
H -1.34 1.23 -0.11 0.225
H -0.48 0.79 1.39 0.226
H 1.45 -1.01 -0.13 0.476
```

Its HOMO energy is -10.904 eV.

Of them, three has the highest stability.